No. 1
The following is a DFT calculation (ωB97M-V/def2-TZVPD) of a molecular structure, C15H38AuGeO2SbSe.

Output
ΔE to the lowest compared entry with this formula, charge and spin (kcal/mol): 33.27
Total energy (eV): -152341.2720
Total charge: +2
HOMO (spin up / spin down) (hartree): -0.567 / -0.558
Kohn-Sham gap (spin up / spin down) (Eh): 0.224 / 0.219

XYZ file:
```
59
Properties=species:S:1:pos:R:3:lowdin_charge:R:1
H 3.94645 3.22304 -0.84311 0.0371
H 4.79838 1.11425 -3.33669 0.0326
C -2.02381 3.95757 3.64436 -0.0916
H -2.93985 1.45600 0.10390 0.0992
Sb 3.59817 0.60795 -1.00791 1.3338
Au 1.64181 -0.92447 -1.57572 0.5501
O 0.54705 -2.36719 -2.97705 -0.3445
C 4.44236 0.02593 0.82397 -0.2535
H 5.94674 1.17541 -1.96868 0.0394
C -4.43605 -0.09476 0.16844 -0.2481
H -0.48861 3.38545 0.59229 0.0772
H 1.28837 2.18587 2.12461 0.0473
H -1.49685 3.28259 4.32155 0.0692
H 5.23891 0.73543 1.04634 0.0391
C -1.94793 3.49988 2.19306 -0.2650
H -2.52724 -0.00041 -0.79559 0.0522
H 0.05116 -4.03588 1.18023 0.1079
H 2.63092 2.73968 0.25263 0.0073
C 0.20141 2.10452 2.20843 -0.3554
H 0.40240 -3.11700 -4.90436 0.1068
C 3.04700 2.61538 -0.74434 -0.2888
H 2.32027 2.92046 -1.49145 0.0080
C -0.50808 3.36450 1.68759 -0.2792
C -2.97922 0.36196 0.13907 -0.3276
H -2.59180 0.21020 2.27127 0.0825
H -3.99219 -2.00114 -0.76746 0.0642
H -2.15104 -1.23559 1.36839 0.0616
C 1.15709 -2.68622 -4.24773 -0.0448
H -4.89275 0.26204 1.09557 0.1179
Ge -0.31006 0.43588 1.37035 0.7481
H -3.05575 4.01363 3.98751 0.0811
H 1.97831 -3.39010 -4.10463 0.1032
C -4.59109 -1.60693 0.05913 -0.0989
H -4.97927 0.39123 -0.64401 0.1158
H -4.28613 -2.12028 0.97202 0.0721
C 5.13533 0.61408 -2.43223 -0.2508
H -1.38449 -3.81870 -0.67619 0.1477
H 1.51468 -3.02846 1.22742 0.0833
Se 0.07857 0.82805 -1.05230 0.4890
C -2.15701 -0.14467 1.33201 -0.3479
O 0.17940 -2.51218 -0.22234 -0.3579
H 0.67302 -0.68845 1.74670 -0.0259
H -1.58164 4.94793 3.75839 0.0835
H -2.48314 4.20542 1.55477 0.1167
H 1.32547 -4.25982 -0.04630 0.0941
C 0.80363 -3.52928 0.57428 -0.0623
H 0.61464 -4.28990 -2.21052 0.1351
H -0.86012 -3.88206 -3.10884 0.1489
C -0.79266 -3.02460 -1.13691 -0.1810
H 1.52090 -1.75538 -4.67475 0.0954
H 5.45844 -0.39804 -2.66038 0.0277
H -1.45872 -2.19163 -1.36780 0.1140
H 3.68157 0.06519 1.60030 0.0175
H -5.62482 -1.88770 -0.13449 0.0816
H -2.47274 2.54600 2.08675 0.0776
H 0.00145 1.95610 3.27527 0.0731
H 4.85172 -0.97883 0.75451 0.0288
H 0.05937 4.24148 2.00910 0.1165
C -0.12192 -3.50339 -2.39840 -0.1610
```

***

No. 2
The following is a DFT calculation (ωB97M-V/def2-TZVPD) of 11 unconnected molecules or ions with the total composition C62H55F15O4 in a non-equilibrium geometry.

Output
Total energy (eV): -114135.8889
HOMO (hartree): -0.326
Structure (SMILES): CCOC(=O)C(F)(F)F.CCOC(=O)C(F)(F)F.Fc1ccccc1.Fc1ccccc1.Fc1ccccc1.Fc1ccccc1.Fc1ccccc1.Fc1ccccc1.Fc1ccccc1.Fc1ccccc1.Fc1ccccc1
Kohn-Sham gap (Eh): 0.344

XYZ file:
```
136
Properties=species:S:1:pos:R:3:lowdin_charge:R:1
F 3.73192 -4.01633 -0.97990 0.0381
C 1.50465 -5.52618 3.68262 -0.3046
H 5.53410 -2.87234 -6.10764 0.1157
F -0.31939 -6.79814 0.29730 0.1735
H -3.84180 1.68452 6.40771 0.0945
H -0.51746 -3.18960 -3.80853 0.1235
C -0.88149 1.98163 -5.10650 -0.2789
H -3.57125 0.46399 -7.37587 0.0890
H -6.34951 0.95989 3.05491 0.1084
F 1.75494 3.45101 2.96843 0.1732
F 1.62691 -6.23446 -0.50431 0.2097
C 2.76810 -0.67627 0.06871 -0.0813
H -1.44587 -2.61287 7.85460 0.1435
C -2.05942 0.07188 -5.89029 -0.0800
H 2.36808 2.40331 -3.79535 0.0606
C -3.55026 0.48873 -2.08743 -0.2194
C -4.89117 2.46593 -2.15090 -0.0674
H 4.04464 1.13504 0.01550 0.0909
H 6.57235 2.48600 -3.63872 0.1020
F 0.17433 2.45050 -4.39601 0.0410
F 1.06335 -6.71770 3.32431 0.0836
C 3.90307 0.09399 -0.25863 -0.0423
H -1.39292 3.94675 -5.90507 0.1505
C -4.94945 3.34931 5.67737 -0.0715
C 4.09375 -1.22030 -6.27676 -0.0167
H 5.88822 -0.08314 -1.27133 0.0890
H 2.78258 -1.89002 3.84373 0.1138
C -4.66752 1.07971 -0.10433 -0.0690
H -2.09054 4.02288 0.87388 0.0851
C 0.57538 -4.51503 3.96102 -0.0048
C -0.96191 0.10184 5.80950 -0.0195
F 2.26994 0.27652 -6.39301 0.0439
C -5.20061 2.19292 -0.78110 -0.0746
H -2.65114 3.75415 3.25192 0.0966
H 2.64220 -2.72300 -2.97039 0.0933
C -2.29995 4.69014 2.90666 -0.2502
C 5.01891 -0.59194 -0.89520 -0.0456
H 0.83374 1.54939 -1.93614 0.0990
H -0.41783 -4.81717 4.13098 0.1030
C 2.30645 -1.22406 -4.55618 0.0213
C 5.60918 3.41316 -2.06434 -0.0167
H 0.52006 1.66111 6.12202 0.0992
H -1.45904 0.73153 5.02235 0.1156
C -1.43530 -1.10412 6.30199 -0.3333
H -4.50214 4.02701 6.41457 0.1104
C -2.63164 2.27924 -6.69269 -0.0759
H 1.81822 -2.63054 -0.00969 0.1068
F 1.54103 5.51492 3.57059 0.1210
O -0.89306 3.24790 4.66228 0.1437
C -1.09505 0.59478 -5.07467 -0.0238
F 4.39479 4.42242 -0.35864 0.0243
F -7.29844 3.27645 2.87666 0.0283
C 0.34325 -4.96858 -4.65154 -0.0493
C -0.90328 -1.72804 7.38821 -0.0173
C -1.62677 2.81871 -5.85774 -0.0283
C 2.83704 -5.25739 3.59537 -0.0397
C -5.01622 1.13052 4.68135 -0.0650
F -2.51009 -1.55731 5.63234 0.0434
C 4.34981 3.74587 -1.54898 -0.2469
H -1.02105 1.93897 1.77226 0.0881
H 1.31172 -4.38380 -4.69084 0.0845
H -4.64511 0.15940 4.64011 0.0821
C 2.39009 -2.92164 3.93688 -0.0773
F 0.27383 -0.98880 -2.26146 0.0057
C -2.71821 4.71916 1.48548 -0.0544
H 1.72092 0.31996 7.82030 0.0853
H -3.86518 1.75698 -3.91246 0.1113
C -0.35513 -5.63906 -1.69382 -0.4044
C 2.96179 -2.31078 -3.92819 -0.0720
H -3.74234 4.37492 1.50959 0.0731
H -1.67605 -0.62643 1.66381 0.1161
C -3.90913 0.22655 -0.83213 -0.0758
H -3.16567 2.98052 -7.25057 0.0800
F -2.70237 -0.44163 -2.72879 0.0066
C 3.77126 -2.68148 -0.69254 -0.2784
H 2.14318 3.58412 -1.67868 0.1068
H 1.39556 -0.87980 -4.13900 0.0595
H 3.48528 -6.05805 3.29907 0.1213
O -0.91024 4.78834 3.02237 0.0261
C -1.07174 -0.07669 0.94384 -0.0609
C 2.91569 -0.70577 -5.72442 -0.2584
H -1.48730 -4.66621 -3.59626 0.0993
H 6.53002 3.69888 -1.66777 0.1008
H -2.41261 -0.99130 -5.88821 0.1245
H 4.47150 -0.74683 -7.13264 0.0981
C 3.11597 3.34048 -2.10640 0.0194
H -2.78227 5.53009 3.47251 0.1552
C 4.94158 -1.97889 -1.10504 -0.0175
H 5.68407 -2.56100 -1.59844 0.0997
C 2.69120 -2.02732 -0.16138 -0.0373
C 0.15183 0.66137 6.47068 -0.0473
C 3.24793 -3.98131 3.66769 -0.1057
C -0.04517 1.88096 -0.04603 -0.0762
H -5.84439 2.78990 -0.19396 0.0794
C -5.89116 3.82558 4.73359 -0.0330
C -4.51592 2.02160 5.64641 -0.0802
F 0.30450 -4.79016 0.40297 0.1642
C -0.07857 -0.18875 -1.15863 -0.2640
C 5.61644 2.67918 -3.21182 -0.1018
C -4.04387 1.60015 -2.83061 0.0081
H 0.32842 -2.47254 4.40329 0.0855
H -0.50165 -0.01939 -4.47347 0.0684
C -0.29550 3.97249 3.91556 -0.3423
C -0.50536 -4.28224 -3.60377 -0.1573
C 4.65428 -2.35032 -5.70017 -0.0829
H -6.39066 4.81925 4.85800 0.1364
H -5.51751 3.29358 -2.53328 0.1132
C 1.04065 -3.22442 4.12297 -0.0767
C 4.46885 2.41231 -3.91480 -0.0971
H 0.46028 -6.00223 -4.40673 0.0719
C -6.30105 2.97587 3.77595 -0.2790
C -5.94699 1.61740 3.80435 -0.0263
C -0.75513 -0.85128 -0.16002 -0.0313
F 1.76643 4.01757 5.13157 0.1855
H -3.52973 -0.74428 -0.48671 0.1284
H -0.11388 -4.88480 -5.63772 0.0847
C 3.27128 2.66531 -3.35115 -0.0846
C 0.27119 -1.19286 7.96111 -0.0969
H 4.55927 1.93868 -4.92522 0.1239
H -4.86775 0.88231 0.95131 0.1000
O -1.13307 -6.45739 -2.12243 0.1543
C 0.31005 1.10171 -1.11635 -0.0387
H 0.17682 2.97967 0.07571 0.1321
H 4.31703 -3.81459 3.63474 0.1095
H 0.72716 -1.77335 8.74323 0.1062
H 1.83921 -0.13372 0.45359 0.1119
C 0.81718 -0.07303 7.48478 -0.1020
C 1.23856 4.21098 3.93153 -0.5052
O 0.11156 -4.55485 -2.27146 0.0319
C 0.37996 -5.87838 -0.34675 -0.6018
H 4.61565 -3.59473 -3.93625 0.1070
H -2.67870 5.67199 0.97749 0.0791
C -0.71425 1.27289 0.97768 -0.0902
C -2.87754 0.90115 -6.69806 -0.0789
H -1.03033 -1.86108 -0.20705 0.1120
C 4.12392 -2.80826 -4.51795 -0.1142
```

***

No. 3
The following is a DFT calculation (ωB97M-V/def2-TZVPD) of 2 unconnected molecules or ions with the total composition C5H10ClNOS in a non-equilibrium geometry.

Output
ΔE to the lowest compared entry with this formula, charge and spin (kcal/mol): 68.89
Total energy (eV): -32238.3719
HOMO (spin up / spin down) (hartree): -0.266 / -0.280
Kohn-Sham gap (spin up / spin down) (Eh): 0.260 / 0.301

XYZ file:
```
19
Properties=species:S:1:pos:R:3:lowdin_charge:R:1
H 2.60029 -2.68040 0.09295 0.0258
H 0.06042 1.33468 1.08747 0.0165
C 2.04393 0.80271 0.01501 -1.0122
S 3.15289 -0.37435 0.52110 0.7556
H -3.19909 -1.06472 0.17355 0.0543
C 2.59957 -1.80705 -0.56615 -0.3490
C -0.61691 -0.44627 -0.48015 -0.2459
H 1.93298 1.67893 0.72838 0.0195
H -3.48236 0.54393 0.90240 0.1209
Cl 2.09469 1.38051 -1.67627 0.4788
N -1.51566 0.25413 0.23006 -0.1851
C -1.01570 1.41959 1.00503 -0.0495
H 3.23260 -2.05264 -1.41831 0.0318
O -0.42449 -1.39632 -1.19343 0.0576
H -1.26290 2.39253 0.37327 0.1290
C -2.92852 -0.06871 0.07801 -0.0481
H -3.34420 0.18265 -0.91771 0.0959
H 1.57480 -1.61665 -0.97615 0.0050
H -1.50232 1.51744 2.02094 0.0990
```